A:
168
Properties=species:S:1:pos:R:3 method="wB97M-V/def2-TZVPD" homo_energy_ha=-0.3507 spin_multiplicity=1 homo_lumo_gap_ev=9.801 total_charge=0
C -10.34214 -5.10303 -15.38008
C -9.18607 -4.71919 -16.30637
C -8.13238 -3.92658 -15.53089
O -8.68878 -5.90839 -16.87458
H -10.90178 -4.29435 -14.91543
H -9.99786 -5.76224 -14.57261
H -11.03039 -5.78490 -15.88985
H -9.67169 -4.11512 -17.07953
H -7.56931 -3.32426 -16.25346
H -7.40373 -4.56528 -15.03498
H -8.58826 -3.22946 -14.82894
H -7.80396 -5.74954 -17.25573
C -4.01952 -6.92701 -17.71950
C -5.09490 -6.13720 -17.07019
C -4.50882 -4.91007 -16.37455
O -6.08840 -5.72778 -18.01712
H -3.31348 -7.39673 -17.03158
H -3.42114 -6.26450 -18.36058
H -4.31809 -7.70741 -18.42428
H -5.67266 -6.62887 -16.28228
H -5.22219 -4.49271 -15.66816
H -4.17957 -4.17367 -17.11523
H -3.59305 -5.19094 -15.84781
H -5.77650 -4.99484 -18.56506
C -6.83815 0.59854 -22.99720
C -6.62920 1.28854 -24.35158
C -7.83223 1.29888 -25.26420
O -6.33757 2.64972 -23.97552
H -5.95640 0.50404 -22.36741
H -7.28810 -0.37453 -23.23222
H -7.55541 1.18145 -22.41784
H -5.78327 0.83859 -24.87781
H -8.47010 2.16010 -25.06154
H -8.40979 0.37674 -25.30162
H -7.50046 1.46081 -26.29440
H -5.51532 2.70137 -23.46964
C 0.09563 -2.56101 -19.90284
C -0.89320 -3.68200 -19.65684
C -0.51185 -4.48216 -18.43605
O -2.19278 -3.11166 -19.50718
H 1.11905 -2.89877 -20.08905
H 0.09366 -1.81984 -19.10616
H -0.14686 -2.10064 -20.86723
H -0.94687 -4.37559 -20.49507
H -1.32894 -5.02320 -17.95240
H -0.09456 -3.89382 -17.61141
H 0.27725 -5.21219 -18.64118
H -2.20796 -2.33191 -18.93325
C -5.88273 1.29548 -18.78216
C -5.18674 0.25176 -17.93091
C -6.13276 -0.92563 -17.67031
O -3.95230 -0.15223 -18.52447
H -6.38683 0.89280 -19.66183
H -5.32192 2.22350 -18.90101
H -6.73590 1.63467 -18.17815
H -4.94300 0.71044 -16.96832
H -6.60682 -1.22833 -18.60512
H -6.88315 -0.67221 -16.92085
H -5.61968 -1.81613 -17.29810
H -4.13178 -0.27875 -19.46508
C -1.08336 1.79724 -18.27684
C -0.90802 3.25162 -17.88030
C 0.22179 3.92992 -18.67342
O -2.04526 4.03286 -18.20872
H -1.58648 1.54100 -19.21126
H -1.64107 1.26667 -17.50126
H -0.09628 1.33269 -18.36388
H -0.63763 3.23133 -16.81890
H 0.42193 4.92648 -18.29403
H -0.01018 3.89901 -19.73803
H 1.07374 3.24775 -18.59275
H -2.77045 3.76935 -17.62366
C -8.19111 5.19062 -15.52210
C -8.69169 3.90069 -14.93145
C -8.53703 2.74533 -15.92902
O -7.78040 3.53461 -13.88691
H -8.00795 5.95557 -14.75853
H -8.92051 5.67564 -16.17969
H -7.23178 5.10755 -16.03448
H -9.72601 3.98318 -14.58591
H -7.60870 2.87645 -16.48497
H -9.35146 2.79731 -16.65567
H -8.54020 1.75757 -15.47717
H -8.10105 3.83233 -13.02931
C -3.00551 1.61296 -22.61026
C -3.06540 2.82504 -21.66407
C -2.06746 3.90907 -21.95484
O -4.42662 3.30247 -21.82084
H -3.35317 0.72527 -22.06555
H -1.97177 1.28504 -22.76264
H -3.57976 1.68758 -23.52932
H -3.04704 2.37591 -20.66812
H -2.28773 4.32620 -22.93535
H -1.02714 3.63302 -21.79173
H -2.24065 4.65440 -21.16795
H -4.53112 3.99396 -21.15557
C -6.90329 -3.55301 -21.27009
C -5.40117 -3.67027 -21.15357
C -4.70432 -2.58446 -21.96636
O -5.05033 -3.41059 -19.78348
H -7.34214 -2.59108 -20.98789
H -7.40370 -4.24907 -20.59189
H -7.19203 -3.71061 -22.31038
H -5.05974 -4.66842 -21.43988
H -4.69097 -1.66993 -21.36818
H -5.22828 -2.35424 -22.89731
H -3.65146 -2.75546 -22.20077
H -4.08060 -3.42055 -19.69940
C -10.32802 0.21079 -20.78229
C -10.22156 0.38103 -19.28550
C -9.72910 -0.87729 -18.56692
O -9.28889 1.44633 -18.96102
H -10.55967 1.09079 -21.38296
H -11.07296 -0.52972 -21.08838
H -9.37389 -0.18214 -21.14671
H -11.11626 0.69742 -18.73707
H -8.70673 -1.10324 -18.86253
H -10.38149 -1.74259 -18.68499
H -9.71496 -0.63183 -17.50272
H -9.82270 2.11466 -18.53479
C -5.40385 0.45476 -12.19370
C -6.24760 0.01444 -13.37447
C -7.69634 -0.21209 -12.97937
O -6.18344 0.98551 -14.42338
H -5.70285 1.41665 -11.77465
H -4.34949 0.39724 -12.46128
H -5.53944 -0.23992 -11.35728
H -5.90418 -0.94465 -13.76964
H -7.80723 -0.89008 -12.12461
H -8.39146 -0.53435 -13.75079
H -8.08220 0.70211 -12.50331
H -6.46842 1.81108 -13.99720
C -4.38424 4.07770 -13.52856
C -3.89792 4.04049 -14.97977
C -3.07298 5.30965 -15.21547
O -2.96488 2.97091 -15.16419
H -3.65128 3.87004 -12.74826
H -5.30312 3.51640 -13.35405
H -4.70223 5.08333 -13.22359
H -4.71887 3.94042 -15.69463
H -3.68864 6.20435 -15.10995
H -2.66478 5.36107 -16.22934
H -2.20656 5.34620 -14.55699
H -3.43901 2.16696 -14.90376
C -5.27134 6.44700 -22.35903
C -6.12538 6.66668 -21.12897
C -6.26518 5.40857 -20.24276
O -5.58754 7.73546 -20.34530
H -5.60118 5.67880 -23.05777
H -4.23577 6.25256 -22.07600
H -5.34029 7.40035 -22.89157
H -7.14303 6.94201 -21.41770
H -6.91958 4.72472 -20.78040
H -6.67747 5.69191 -19.27084
H -5.29156 5.00167 -19.95074
H -5.00237 7.33211 -19.69695
C -1.62054 -2.79677 -15.10708
C -2.47218 -1.73713 -15.78502
C -2.31930 -0.42332 -15.03276
O -1.92573 -1.54416 -17.09975
H -1.95841 -2.90196 -14.07333
H -0.59550 -2.43099 -15.02641
H -1.66796 -3.74202 -15.64334
H -3.49572 -2.08926 -15.93864
H -2.97626 0.31066 -15.51952
H -1.33079 -0.00150 -15.23485
H -2.47186 -0.32107 -13.95861
H -2.57788 -0.98785 -17.56707

=====

B:
168
Properties=species:S:1:pos:R:3 method="wB97M-V/def2-TZVPD" homo_energy_ha=-0.3595 spin_multiplicity=1 homo_lumo_gap_ev=9.878 total_charge=0
C -6.64305 -2.33070 -0.33142
C -7.94942 -1.87765 0.32717
C -8.44223 -2.94187 1.30554
O -7.77021 -0.64847 0.94206
H -6.63964 -3.37707 -0.63673
H -5.87438 -2.20124 0.43047
H -6.48055 -1.76268 -1.24742
H -8.70902 -1.89160 -0.45444
H -7.60952 -3.28257 1.92085
H -8.72933 -3.81408 0.71823
H -9.20925 -2.49341 1.93694
H -8.57814 -0.18350 1.17151
C -1.05367 0.46838 -1.13081
C 0.14224 0.56124 -0.18916
C 0.92064 -0.78317 -0.19881
O 1.00068 1.62465 -0.60842
H -0.72395 0.21783 -2.13908
H -1.51926 1.45386 -1.11912
H -1.82163 -0.26310 -0.87925
H -0.19481 0.78372 0.82327
H 0.21144 -1.47202 0.26013
H 1.83752 -0.71966 0.38718
H 1.05604 -1.21807 -1.18908
H 1.77232 1.60169 -0.03778
C -0.34157 4.39393 -5.59099
C -1.04952 5.05669 -4.39964
C -0.05778 5.71944 -3.50208
O -1.80611 6.01573 -4.95958
H 0.47726 4.98129 -6.00648
H -1.04780 4.14190 -6.38208
H 0.09275 3.49105 -5.16170
H -1.75160 4.41453 -3.86784
H -0.47172 6.06872 -2.55617
H 0.33352 6.62999 -3.95582
H 0.80418 5.12292 -3.20328
H -2.29483 6.46466 -4.26588
C 5.41639 4.03176 3.23842
C 5.58409 3.78361 1.74879
C 6.99966 3.84032 1.22892
O 4.98663 2.53110 1.37783
H 5.84819 3.21879 3.82214
H 4.35356 4.09974 3.47051
H 5.86968 4.97711 3.53664
H 5.02844 4.56796 1.23483
H 7.65930 3.15222 1.75760
H 7.45962 4.81891 1.36641
H 7.10585 3.66378 0.15857
H 5.54949 1.81199 1.67391
C 5.16971 -1.43105 -3.92160
C 4.61765 -0.11652 -3.33512
C 5.49086 1.07707 -3.65973
O 3.44453 0.19283 -3.96853
H 6.21947 -1.53534 -3.64734
H 5.26622 -1.44044 -5.00728
H 4.68909 -2.34517 -3.57303
H 4.50251 -0.21066 -2.25532
H 5.54660 1.24946 -4.73457
H 6.53049 1.09105 -3.33253
H 5.06123 1.99347 -3.25509
H 2.98846 0.79481 -3.37589
C 6.23674 -3.69887 7.31270
C 6.04897 -3.67132 5.77916
C 4.97890 -2.62640 5.35140
O 7.25993 -3.26991 5.23406
H 6.60094 -2.73992 7.68129
H 6.93776 -4.48099 7.60417
H 5.33826 -3.87497 7.90416
H 5.84808 -4.66696 5.38364
H 5.17195 -1.62871 5.74567
H 3.99694 -2.93801 5.70744
H 4.93934 -2.66443 4.26278
H 7.93729 -3.60803 5.82436
C -0.68364 -4.70738 4.92203
C -1.88378 -5.61579 4.47608
C -3.20155 -4.84740 4.12451
O -1.44130 -6.37715 3.39739
H 0.18377 -5.36699 4.94688
H -0.90027 -4.26087 5.89249
H -0.44987 -3.90329 4.22425
H -2.05253 -6.37279 5.24196
H -3.81449 -5.55442 3.56547
H -2.99656 -3.99191 3.48090
H -3.80015 -4.62142 5.00696
H -0.64095 -6.81156 3.70125
C 9.66338 -1.20332 0.86895
C 8.16246 -1.11815 0.67502
C 7.66718 -2.54121 0.34877
O 7.59242 -0.78214 1.92251
H 10.02690 -0.31249 1.38117
H 10.16645 -1.38748 -0.08032
H 9.89580 -2.01881 1.55383
H 7.92807 -0.37725 -0.08934
H 7.83938 -3.22690 1.17839
H 8.06185 -2.98810 -0.56372
H 6.59253 -2.45541 0.18794
H 7.75349 -1.54110 2.48788
C 2.60156 1.99314 8.04713
C 1.50401 2.23870 7.05685
C 1.39453 1.11627 6.04550
O 0.27668 2.28156 7.70724
H 3.57704 2.10569 7.57398
H 2.42787 1.02268 8.51202
H 2.60502 2.64638 8.91970
H 1.57720 3.16736 6.49088
H 2.32167 0.95860 5.49446
H 0.70794 1.32159 5.22420
H 1.12790 0.17701 6.53005
H -0.38824 2.66564 7.13108
C -8.61782 5.17953 -0.82210
C -7.27395 5.05347 -0.16094
C -6.33058 4.24793 -1.02189
O -6.76210 6.39020 0.06165
H -9.27907 5.90348 -0.34593
H -8.99712 4.15777 -0.83815
H -8.51528 5.50916 -1.85599
H -7.41062 4.43000 0.72263
H -5.39405 4.17554 -0.46893
H -6.19916 4.79109 -1.95774
H -6.65342 3.21924 -1.18212
H -7.39808 6.86312 0.60339
C -0.62015 -2.18471 -8.41637
C 0.16300 -1.99583 -7.12359
C 0.65737 -3.33524 -6.51402
O 1.37496 -1.36209 -7.39334
H -1.61211 -2.57484 -8.18850
H -0.17879 -2.75103 -9.23648
H -0.73818 -1.17531 -8.81042
H -0.45656 -1.45203 -6.41048
H 1.35332 -3.31763 -5.67530
H 1.14536 -3.88258 -7.32048
H -0.10441 -4.02904 -6.15844
H 1.75747 -1.03796 -6.57466
C -5.48460 1.32908 -5.57961
C -5.05666 0.16433 -6.43250
C -5.12520 -1.18648 -5.71906
O -5.86291 0.06406 -7.55674
H -4.78801 1.53533 -4.76701
H -6.42589 1.26281 -5.03402
H -5.51530 2.21829 -6.20927
H -4.04534 0.31536 -6.81001
H -4.48112 -1.16034 -4.84009
H -4.78289 -2.02000 -6.33238
H -6.14582 -1.44417 -5.43618
H -5.58070 0.67730 -8.23930
C -0.74437 -6.10796 -1.50027
C -2.27572 -6.03846 -1.49860
C -2.87814 -6.26807 -2.88936
O -2.74675 -7.04471 -0.67995
H -0.32607 -7.07094 -1.79315
H -0.32874 -5.93943 -0.50681
H -0.35186 -5.32966 -2.15471
H -2.61888 -5.04920 -1.19577
H -3.95879 -6.40482 -2.84955
H -2.49003 -7.20621 -3.28605
H -2.65733 -5.51127 -3.64210
H -2.24948 -6.98393 0.13897
C -1.53199 4.93549 2.64623
C -2.28624 5.25806 3.95234
C -3.72760 5.69896 3.69466
O -2.37906 4.05579 4.75088
H -0.47784 4.74535 2.84798
H -1.51596 5.72465 1.89451
H -1.94669 4.00660 2.25473
H -1.76303 5.95472 4.60734
H -4.22315 5.96181 4.62924
H -4.28881 4.89679 3.21541
H -3.84671 6.49432 2.95892
H -2.96610 3.43340 4.31543

=====

Best to worst by energy: A, B.

=====

A:
18
Properties=species:S:1:pos:R:3 method="wB97M-V/def2-TZVPD" homo_energy_ha=-0.3105 spin_multiplicity=1 homo_lumo_gap_ev=9.481 total_charge=0
C -1.29359 1.16886 0.46108
C -0.07207 1.97498 -0.01733
C 2.24165 -0.64313 -0.11155
C 0.75649 -0.96878 0.45947
C -0.34829 -1.17937 -0.44750
C -1.37515 -0.04336 -0.47829
H -1.13156 0.97158 1.52808
H -2.33398 1.74569 0.25529
H -0.07213 2.89842 -0.73997
H 3.20609 -0.83297 0.30018
H 2.07148 -0.81634 -1.38077
H 0.53987 -1.21464 1.50213
H 0.20526 -2.06671 -1.05186
H -1.70751 -1.62066 1.14954
H -1.64455 0.10576 -1.58071
N 1.09921 1.49075 -0.33695
N 1.41006 0.32571 0.43254
N -1.55132 -1.29579 0.05663

=====

B:
18
Properties=species:S:1:pos:R:3 method="wB97M-V/def2-TZVPD" homo_energy_ha=-0.3491 spin_multiplicity=1 homo_lumo_gap_ev=9.697 total_charge=0
C -23.19606 -21.34258 -16.42984
C -22.15028 -22.16781 -15.80406
N -21.29164 -22.87092 -15.36977
H -23.26533 -20.42572 -15.84445
H -24.10810 -21.93398 -16.34902
H -22.94740 -21.14150 -17.47187
C -16.34141 -23.17010 -14.02187
C -15.51173 -24.08418 -14.73054
N -14.78432 -24.82545 -15.22818
H -16.93110 -23.61315 -13.21932
H -17.05641 -22.68817 -14.68867
H -15.66911 -22.47873 -13.51383
C -20.52366 -23.42945 -13.67996
C -19.26501 -23.37780 -14.43549
N -18.24687 -23.40212 -14.92716
H -21.05347 -24.25043 -14.16306
H -21.14428 -22.56432 -13.91338
H -20.45225 -23.50950 -12.59525

=====

Best to worst by energy: B, A.

=====

A:
18
Properties=species:S:1:pos:R:3 method="wB97M-V/def2-TZVPD" homo_energy_ha=-0.3067 spin_multiplicity=1 homo_lumo_gap_ev=8.918 total_charge=0
C 0.68444 0.67647 0.11213
C 0.62642 1.47582 -1.17831
C -0.76353 -1.19934 1.24931
C -0.85959 -0.02155 0.33892
N 1.67933 -0.32818 0.13045
C -1.26195 -1.25424 -0.38134
N -0.05107 -1.78425 2.05992
C -1.84802 0.98352 0.53170
N -2.61960 1.83090 0.60514
H 0.78063 1.31588 0.99317
H 2.51096 -0.07580 0.64355
H 1.82924 -0.78534 -0.76053
H 0.33862 -2.69089 1.79460
H 0.46479 0.80839 -2.02512
H 1.56129 2.01743 -1.32169
H -0.18956 2.19297 -1.15445
H -2.30877 -1.34577 -0.64082
H -0.57363 -1.81601 -0.99663

=====

B:
18
Properties=species:S:1:pos:R:3 method="wB97M-V/def2-TZVPD" homo_energy_ha="-0.2712 / -0.2677" spin_multiplicity=1 homo_lumo_gap_ev="7.562 / 7.662" total_charge=0
C -2.26785 -0.87850 0.63031
C -1.27671 -1.89742 0.58830
C -1.65568 0.27765 0.23962
C -0.07124 -1.23213 0.11670
C 0.52762 1.03675 -0.70807
C 0.95862 2.27501 0.01828
N -0.31753 0.15395 -0.11807
N 1.26816 -1.64774 -0.02707
N 2.07141 -0.84742 -0.74720
H -3.28811 -0.99424 0.92457
H -1.35258 -2.93417 0.67955
H -2.22538 1.17891 0.35720
H 0.97187 0.88134 -1.70987
H 0.24602 2.49121 0.98997
H 0.90016 3.09357 -0.71750
H 1.92989 2.10465 0.51602
H 1.75985 -2.07442 0.74845
H 1.82150 -0.98699 -1.78118

=====

C:
18
Properties=species:S:1:pos:R:3 method="wB97M-V/def2-TZVPD" homo_energy_ha=-0.4130 spin_multiplicity=1 homo_lumo_gap_ev=11.885 total_charge=0
C 1.00838 -0.43661 0.49469
C 1.16167 0.92787 0.97286
N 1.25532 2.01955 1.30029
H 1.74897 -1.13693 0.87239
H 1.04763 -0.41820 -0.59462
H 0.03186 -0.84439 0.75988
C 2.22539 -2.00341 -3.08874
C 3.11948 -1.04870 -2.42128
N 3.80068 -0.25595 -1.94792
H 2.77251 -2.41052 -3.94028
H 1.37542 -1.42471 -3.44680
H 1.91773 -2.85003 -2.48448
C -3.90468 1.96497 2.40233
C -2.96526 0.94112 1.95305
N -2.22300 0.16265 1.56055
H -3.52322 2.93608 2.07767
H -3.93172 2.05260 3.48900
H -4.91714 1.82461 2.04141

=====

Best to worst by energy: C, A, B.

=====

A:
24
Properties=species:S:1:pos:R:3 method="wB97M-V/def2-TZVPD" homo_energy_ha=-0.3565 spin_multiplicity=1 homo_lumo_gap_ev=10.234 total_charge=0
O 4.83158 -5.07807 -1.49991
H 3.90632 -4.86128 -1.68959
H 4.84900 -6.04006 -1.55300
O 3.76615 -8.42927 -2.33415
H 4.60905 -8.71711 -1.97048
H 3.12873 -9.06056 -1.98774
C 6.31571 -2.45399 -5.24496
C 5.24221 -3.09224 -4.41625
O 5.54319 -4.48162 -4.18879
H 6.58005 -3.13227 -6.06540
H 7.25879 -2.22119 -4.75323
H 5.94113 -1.55158 -5.73881
H 4.29705 -3.05144 -4.96341
H 5.14130 -2.57870 -3.45572
H 5.44943 -4.65086 -3.23909
C 0.45469 -5.48880 -4.02669
C 1.67479 -4.75585 -3.48993
O 1.78770 -4.86166 -2.06836
H 0.63380 -6.56029 -4.10106
H 0.20738 -5.10372 -5.01880
H -0.42614 -5.32588 -3.40426
H 1.63885 -3.70517 -3.79575
H 2.58320 -5.16708 -3.93647
H 1.56960 -4.01755 -1.66611

=====

B:
24
Properties=species:S:1:pos:R:3 method="wB97M-V/def2-TZVPD" homo_energy_ha=-0.3845 spin_multiplicity=1 homo_lumo_gap_ev=11.009 total_charge=0
C -0.40259 -2.08175 -0.56850
C 0.39039 -0.76321 -0.69088
C -0.52120 0.44952 -0.64237
C 0.22045 1.78176 -0.68092
O -1.33962 0.44090 0.55860
H -1.47364 -1.94006 -0.70495
H -0.23424 -2.50876 0.41937
H -0.04465 -2.77263 -1.31849
H 1.14335 -0.76639 0.09277
H 0.96178 -0.69831 -1.60899
H -1.21364 0.43880 -1.49106
H -0.42453 2.56866 -0.28649
H 1.04868 1.73990 0.02984
H 0.51236 2.02471 -1.68500
H -1.41734 -0.47436 0.84146
H 0.81196 -0.25620 3.22216
H -0.62104 -0.21841 2.50769
O 0.19319 -0.68612 2.66031
H -2.35986 2.22174 0.44470
H -2.62964 3.62267 0.98823
O -2.97649 2.96180 0.38368
H 3.66308 -1.32035 -0.15029
H 3.39894 -1.74155 -1.61802
O 3.31431 -2.02238 -0.70286

=====

Best to worst by energy: B, A.